[1]
The molecule C3H8O4, computed with ωB97M-V/def2-TZVPD.

* relative energy (zero: lowest compared OMol25 entry of this formula, charge and spin): 1.137 eV
* lowest unoccupied orbital energy: 0.84 eV
* frontier orbital gap: 10.980 eV
* SMILES: OCCOC(O)O
* spin multiplicity: 1
* HOMO energy: -10.1 eV

```
15
Properties=species:S:1:pos:R:3:nbo_charge:R:1
O 1.395 0.608 1.393 -0.72
C 1.794 0.080 0.151 -0.08
C 0.682 0.085 -0.905 -0.10
O -0.387 -0.772 -0.542 -0.57
C -1.639 -0.141 -0.222 0.62
O -2.587 -1.123 -0.145 -0.70
O -1.446 0.553 0.949 -0.73
H 1.046 1.500 1.263 0.47
H 2.656 0.630 -0.251 0.16
H 2.093 -0.950 0.352 0.19
H 0.314 1.107 -1.051 0.17
H 1.090 -0.284 -1.853 0.19
H -1.964 0.576 -0.989 0.14
H -2.235 -1.855 0.385 0.48
H -0.812 -0.015 1.464 0.49
```

***

[2]
The molecule C5H9N2, computed with ωB97M-V/def2-TZVPD.

* relative energy (zero: lowest compared OMol25 entry of this formula, charge and spin): 0.931 eV
* lowest unoccupied orbital energy (spin up / spin down): 1.11 / 1.08 eV
* frontier orbital gap (spin up / spin down): 5.214 / 9.048 eV
* spin multiplicity: 2
* HOMO energy (spin up / spin down): -4.1 / -8.0 eV

```
16
Properties=species:S:1:pos:R:3:mulliken_spin:R:1
C -0.977 -0.319 -1.957 0.00
C -0.358 -1.060 -0.801 0.01
C -0.010 -0.268 0.358 -0.02
C -0.586 0.873 0.819 0.03
N 0.424 1.526 1.522 0.10
C 1.499 0.638 1.619 0.66
N 1.277 -0.494 1.006 0.22
H -1.492 0.588 -1.624 0.00
H -0.174 0.018 -2.608 0.00
H -1.788 -0.818 -2.564 0.00
H 0.468 -1.655 -1.180 0.00
H -1.083 -1.762 -0.461 0.00
H -1.627 1.131 0.625 0.00
H 0.120 2.015 2.272 0.02
H 2.438 0.885 2.142 0.00
H 1.869 -1.300 0.832 -0.01
```

***

[3]
A cluster of 13 separate species, C26H78O26 in total, computed with ωB97M-V/def2-TZVPD.

* relative energy (zero: lowest compared OMol25 entry of this formula, charge and spin): 5.191 eV
* lowest unoccupied orbital energy: 0.27 eV
* frontier orbital gap: 9.875 eV
* spin multiplicity: 1
* HOMO energy: -9.6 eV

```
130
Properties=species:S:1:pos:R:3:mulliken_charge:R:1
C 4.651 0.575 -0.970 0.12
C 6.059 1.205 -1.134 -0.49
O 6.948 1.324 0.004 -0.54
O 4.133 0.185 -2.257 -0.63
H 3.956 1.092 -0.309 -0.03
H 4.685 -0.440 -0.567 0.16
H 5.832 2.177 -1.571 0.26
H 6.595 0.570 -1.840 0.36
H 7.549 0.578 0.067 0.29
H 3.179 0.305 -2.235 0.36
C 1.697 -0.852 -7.019 -0.66
C 2.761 -0.624 -5.897 -0.48
O 2.309 -0.527 -4.575 -0.35
O 0.666 0.117 -7.217 -0.59
H 1.142 -1.634 -6.492 0.20
H 2.247 -1.255 -7.867 0.37
H 3.330 0.236 -6.258 0.37
H 3.495 -1.427 -5.994 0.41
H 2.969 -0.784 -3.926 0.12
H 0.182 0.233 -6.393 0.54
C -0.628 5.282 1.650 -0.25
C -0.279 4.456 2.851 -0.02
O -0.869 3.164 2.812 -0.16
O 0.197 6.465 1.533 -0.59
H -1.618 5.736 1.708 0.18
H -0.519 4.750 0.704 0.27
H -0.670 5.083 3.657 0.19
H 0.755 4.236 3.118 -0.09
H -1.740 3.160 2.400 0.03
H 0.554 6.489 0.643 0.32
C -2.326 -4.178 3.271 -0.66
C -3.106 -3.423 2.176 0.56
O -3.564 -4.236 1.104 -0.84
O -3.090 -4.356 4.484 -0.60
H -1.332 -3.865 3.591 0.40
H -2.148 -5.217 2.987 0.14
H -2.436 -2.670 1.760 -0.52
H -3.866 -2.893 2.752 0.69
H -4.445 -4.534 1.349 0.33
H -2.531 -4.126 5.229 0.33
C 5.705 5.150 0.655 -0.36
C 4.355 4.826 1.345 0.15
O 3.429 4.382 0.309 -0.58
O 6.612 5.820 1.590 -0.59
H 5.648 5.691 -0.288 0.32
H 6.236 4.221 0.440 0.08
H 4.007 5.628 2.000 0.34
H 4.602 4.166 2.180 0.03
H 2.893 3.637 0.594 0.26
H 7.168 5.152 1.996 0.32
C 2.287 1.049 3.031 0.27
C 2.591 1.915 4.268 -0.55
O 3.958 1.878 4.682 -0.62
O 3.236 1.506 2.076 -0.23
H 1.255 1.259 2.748 -0.30
H 2.426 -0.007 3.271 0.34
H 1.973 1.627 5.121 0.55
H 2.411 2.971 4.061 0.11
H 4.035 2.415 5.473 0.34
H 4.035 1.538 2.613 0.24
C -0.950 0.892 -3.423 0.28
C -2.259 1.512 -3.850 -0.85
O -3.228 0.488 -4.016 -0.48
O -0.305 0.519 -4.640 -0.49
H -1.115 0.037 -2.767 0.17
H -0.298 1.608 -2.921 0.11
H -2.223 2.121 -4.755 0.35
H -2.560 2.314 -3.173 0.29
H -2.872 -0.178 -4.610 0.31
H 0.528 0.085 -4.418 0.19
C -0.456 -6.496 0.225 0.14
C -1.146 -5.626 -0.833 -0.30
O -1.246 -4.314 -0.340 -0.22
O -0.508 -7.902 -0.015 -0.59
H -1.041 -6.410 1.142 -0.15
H 0.568 -6.147 0.359 0.20
H -2.091 -6.114 -1.081 0.47
H -0.605 -5.764 -1.770 0.22
H -2.062 -4.261 0.166 0.00
H -0.592 -8.545 0.690 0.32
C -4.591 3.207 2.683 -0.45
C -3.846 2.594 1.422 0.34
O -2.926 3.543 0.848 -0.50
O -4.823 2.213 3.661 -0.50
H -5.452 3.856 2.514 0.40
H -3.912 3.923 3.148 0.21
H -4.479 2.131 0.664 0.73
H -3.229 1.772 1.785 -0.48
H -3.358 3.951 0.094 0.26
H -5.642 1.741 3.489 0.30
C -0.418 -0.328 4.943 -0.36
C -1.196 -0.749 3.701 0.43
O -2.226 0.178 3.264 -0.54
O 0.237 -1.460 5.570 -0.56
H -1.169 0.048 5.640 0.52
H 0.285 0.474 4.720 -0.22
H -1.716 -1.690 3.884 0.06
H -0.439 -0.966 2.945 0.08
H -2.350 0.017 2.325 -0.04
H 0.375 -1.282 6.503 0.32
C 0.511 -3.249 -3.738 0.10
C 1.498 -3.248 -2.600 -0.66
O 0.942 -2.757 -1.348 -0.56
O -0.689 -3.910 -3.444 -0.44
H 0.977 -3.705 -4.614 0.47
H 0.118 -2.275 -4.036 -0.04
H 2.377 -2.625 -2.765 0.24
H 1.859 -4.238 -2.319 0.45
H 0.186 -3.255 -1.020 0.14
H -1.109 -4.009 -4.302 0.29
C 0.911 0.591 -0.380 -0.57
C -0.565 0.441 -0.022 -0.13
O -1.029 -0.890 -0.083 0.54
O 1.403 -0.135 -1.538 0.25
H 1.460 0.225 0.488 0.33
H 1.101 1.633 -0.640 0.46
H -1.104 1.184 -0.614 -0.38
H -0.656 0.967 0.931 -0.06
H -0.576 -1.421 -0.744 -0.10
H 1.172 -1.058 -1.358 0.03
C -4.600 -1.430 -1.166 0.70
C -5.621 -0.960 -2.245 -0.72
O -6.914 -0.783 -1.706 -0.57
O -4.991 -2.801 -0.925 -0.62
H -4.716 -0.747 -0.321 0.08
H -3.546 -1.358 -1.434 -0.08
H -5.557 -1.639 -3.096 0.35
H -5.270 0.012 -2.592 0.23
H -7.245 -1.669 -1.535 0.35
H -4.580 -3.085 -0.103 0.32
```

***

[4]
A cluster of 2 separate species, CH5N2PS in total, computed with ωB97M-V/def2-TZVPD.

* relative energy (zero: lowest compared OMol25 entry of this formula, charge and spin): 1.157 eV
* lowest unoccupied orbital energy: 0.78 eV
* frontier orbital gap: 9.941 eV
* SMILES: N=C=NP.S
* spin multiplicity: 1
* HOMO energy: -9.2 eV

```
10
Properties=species:S:1:pos:R:3:nbo_charge:R:1
N 0.394 -1.204 1.142 -0.80
C 0.739 -0.158 0.592 0.72
N 1.145 0.846 0.056 -0.82
P 0.993 2.165 -0.974 0.58
H 0.865 -1.654 1.877 0.41
H 2.274 2.777 -1.026 -0.04
H 0.596 3.004 0.041 -0.05
S -1.972 -1.933 -1.095 -0.33
H -1.706 -1.896 0.289 0.18
H -3.328 -1.948 -0.901 0.14
```

***

[5]
A cluster of 2 separate species, C25H24F3N2O6S3 in total, computed with ωB97M-V/def2-TZVPD.

* lowest unoccupied orbital energy: 2.38 eV
* frontier orbital gap: 7.874 eV
* spin multiplicity: 1
* net charge: -1
* HOMO energy: -5.5 eV

```
63
Properties=species:S:1:pos:R:3:nbo_charge:R:1
C -0.936 3.227 5.076 -0.63
C -1.982 3.338 3.996 -0.08
O -2.077 1.978 3.463 -0.53
C -2.924 1.866 2.416 0.80
C -2.357 0.856 1.422 -0.11
C -3.407 0.320 0.490 -0.64
N -1.724 -0.159 2.224 -0.45
C -1.875 -1.425 2.156 0.13
C -1.350 -2.307 3.219 -0.02
C -1.233 -3.705 3.064 -0.20
C -0.623 -4.468 4.060 -0.22
C -0.153 -3.852 5.229 -0.20
C -0.337 -2.476 5.431 -0.22
C -0.937 -1.715 4.427 -0.20
O -3.980 2.419 2.248 -0.60
H -0.924 4.129 5.694 0.20
H -1.142 2.361 5.708 0.21
H 0.059 3.108 4.630 0.22
H -2.970 3.612 4.391 0.19
H -1.677 4.055 3.211 0.20
H -3.747 1.140 -0.139 0.23
H -2.976 -0.433 -0.174 0.25
H -4.251 -0.085 1.059 0.23
H -2.355 -1.966 1.317 0.18
H -1.618 -4.152 2.143 0.22
H -0.505 -5.545 3.916 0.21
H 0.357 -4.447 5.983 0.21
H 0.010 -1.987 6.346 0.21
H -1.066 -0.632 4.528 0.24
F 0.481 1.531 2.674 -0.31
C 0.365 2.221 1.529 0.88
F 0.550 3.560 1.823 -0.35
F 1.407 1.858 0.740 -0.31
S -1.284 2.047 0.598 0.25
N 1.446 -1.035 -2.246 -1.29
S 0.871 0.360 -2.817 2.32
C 2.504 0.840 -3.390 -0.29
C 2.997 2.153 -3.329 -0.19
C 4.384 2.330 -3.497 -0.23
C 5.212 1.212 -3.729 -0.22
C 4.670 -0.086 -3.788 -0.23
C 3.292 -0.254 -3.703 -0.17
O -0.068 0.118 -3.878 -0.96
O 0.608 1.382 -1.822 -0.98
S 0.625 -2.070 -1.343 2.34
C 1.750 -2.107 0.045 -0.30
C 2.950 -2.836 0.003 -0.19
C 3.724 -2.942 1.163 -0.23
C 3.296 -2.336 2.357 -0.24
C 2.140 -1.543 2.351 -0.15
C 1.398 -1.393 1.185 -0.23
O -0.631 -1.546 -0.857 -0.99
O 0.654 -3.373 -1.974 -0.96
H 2.316 2.995 -3.186 0.23
H 4.803 3.340 -3.447 0.20
H 6.287 1.360 -3.863 0.20
H 5.279 -0.991 -3.882 0.21
H 2.819 -1.228 -3.838 0.26
H 3.255 -3.296 -0.937 0.23
H 4.655 -3.523 1.145 0.20
H 3.840 -2.497 3.292 0.20
H 1.797 -1.039 3.251 0.20
H 0.539 -0.726 1.158 0.24
```

***

[6]
A structure of composition C27H21ClMgN6OS, computed with ωB97M-V/def2-TZVPD.

* relative energy (zero: lowest compared OMol25 entry of this formula, charge and spin): 3.398 eV
* lowest unoccupied orbital energy (spin up / spin down): 4.34 / 4.34 eV
* frontier orbital gap (spin up / spin down): 4.431 / 4.096 eV
* spin multiplicity: 1
* net charge: -2
* HOMO energy (spin up / spin down): -0.1 / 0.2 eV

```
58
Properties=species:S:1:pos:R:3:nbo_charge:R:1
Mg 0.062 0.283 -0.343 1.71
C 1.611 -2.728 4.456 -0.29
C 1.559 -1.382 4.796 -0.23
C 0.938 -0.473 3.951 -0.27
C 0.330 -0.869 2.741 0.31
C 0.409 -2.227 2.426 -0.28
C 1.034 -3.143 3.265 -0.21
N -0.242 0.115 1.927 -0.79
C -1.613 0.145 1.928 0.18
C -2.439 -0.484 2.883 -0.29
C -3.825 -0.378 2.845 -0.24
C -4.448 0.372 1.858 -0.33
C -3.661 1.022 0.905 -0.25
C -2.280 0.929 0.927 0.21
N -1.481 1.569 -0.053 -0.46
N -1.566 2.877 0.008 -0.35
C -0.427 3.382 -0.555 0.31
C -0.392 4.705 -1.037 -0.28
C 0.771 5.180 -1.579 -0.20
C 1.890 4.342 -1.620 -0.38
C 1.776 3.056 -1.116 0.07
N 0.651 2.534 -0.593 -0.56
H 2.098 -3.443 5.111 0.18
H 2.006 -1.032 5.721 0.18
H 0.906 0.577 4.217 0.21
H -0.035 -2.564 1.511 0.22
H 1.067 -4.189 2.974 0.19
H -1.982 -1.070 3.673 0.19
H -4.416 -0.887 3.602 0.17
H -5.530 0.455 1.828 0.17
H -4.127 1.614 0.124 0.19
H -1.281 5.319 -0.974 0.20
H 0.823 6.194 -1.963 0.18
H 2.833 4.684 -2.031 0.19
H 2.623 2.397 -1.129 0.20
S 2.552 0.215 -0.362 -0.47
C 2.035 -1.426 -0.427 0.07
C 2.989 -2.468 -0.475 -0.28
C 2.551 -3.770 -0.531 -0.17
C 1.178 -4.025 -0.539 -0.34
C 0.321 -2.948 -0.488 0.07
N 0.713 -1.670 -0.433 -0.57
H 4.045 -2.240 -0.468 0.21
H 3.268 -4.584 -0.567 0.19
H 0.791 -5.035 -0.581 0.20
H -0.756 -3.081 -0.490 0.24
Cl -2.828 1.225 -5.096 -0.02
C -1.299 0.776 -4.421 -0.09
C -0.225 0.495 -5.244 -0.20
C 0.975 0.140 -4.659 -0.27
C 1.049 0.084 -3.274 0.06
N 0.016 0.355 -2.468 -0.46
C -1.133 0.693 -3.049 0.06
H -0.321 0.550 -6.322 0.21
H 1.842 -0.089 -5.263 0.21
H 1.969 -0.186 -2.774 0.23
H -1.947 0.902 -2.363 0.26
O -1.425 -0.794 -0.389 -0.95
```

***

[7]
A cluster of 5 separate species, C16H46N4O5 in total, computed with ωB97M-V/def2-TZVPD.

* relative energy (zero: lowest compared OMol25 entry of this formula, charge and spin): 1.924 eV
* lowest unoccupied orbital energy: 0.69 eV
* frontier orbital gap: 9.482 eV
* SMILES: COC[C@H](C)N.COC[C@H](C)N.COC[C@H](C)N.COC[C@H](C)N.O
* spin multiplicity: 1
* HOMO energy: -8.8 eV

```
71
Properties=species:S:1:pos:R:3:mulliken_charge:R:1
C 4.621 2.124 -3.697 -0.68
O 3.513 1.194 -4.056 -0.40
C 2.229 1.589 -3.625 -0.44
C 1.998 1.286 -2.025 0.05
C 2.466 -0.102 -1.546 -0.81
N 0.543 1.346 -1.754 -0.18
H 4.570 2.412 -2.647 0.27
H 4.458 3.067 -4.219 0.30
H 5.541 1.650 -4.038 0.25
H 1.751 2.515 -3.945 0.42
H 1.601 0.851 -4.125 0.10
H 2.549 2.035 -1.457 0.33
H 1.786 -0.854 -1.944 0.13
H 2.541 -0.207 -0.464 0.02
H 3.500 -0.277 -1.847 0.50
H 0.147 2.271 -1.677 0.26
H 0.011 1.031 -2.553 -0.26
C 3.641 -5.030 1.631 -0.77
O 2.418 -4.472 2.005 -0.34
C 2.525 -3.049 1.876 -0.87
C 1.208 -2.358 2.189 0.61
C 0.057 -2.785 1.323 -1.55
N 1.431 -0.867 2.212 -0.71
H 3.592 -6.114 1.530 0.28
H 4.390 -4.769 2.378 0.31
H 4.064 -4.700 0.682 0.32
H 3.352 -2.715 2.502 0.46
H 2.707 -2.769 0.838 0.34
H 0.945 -2.543 3.230 0.31
H -0.876 -2.279 1.570 0.33
H -0.193 -3.845 1.374 0.46
H 0.317 -2.494 0.305 0.21
H 1.312 -0.626 3.185 0.26
H 2.413 -0.657 2.106 0.23
C -1.639 5.052 3.173 -0.69
O -2.567 3.979 3.328 -0.36
C -1.989 2.705 3.216 -0.57
C -3.076 1.689 3.638 0.61
C -3.592 1.881 5.014 -1.43
N -2.670 0.334 3.523 -0.74
H -2.199 5.965 2.975 0.23
H -0.981 4.747 2.359 0.28
H -1.119 5.100 4.130 0.29
H -1.718 2.538 2.173 0.37
H -1.142 2.520 3.877 0.32
H -3.877 1.784 2.905 0.23
H -4.474 1.249 5.121 0.37
H -3.937 2.892 5.228 0.33
H -2.819 1.683 5.757 0.30
H -2.175 0.305 2.643 0.15
H -3.466 -0.275 3.399 0.28
C -2.822 -2.121 -0.717 -0.57
O -2.806 -1.732 -2.113 -0.45
C -2.094 -0.536 -2.326 -0.25
C -1.988 -0.328 -3.808 0.53
C -1.209 -1.364 -4.554 -1.53
N -1.282 0.963 -4.029 -0.64
H -2.872 -1.298 -0.004 0.16
H -1.976 -2.794 -0.575 0.21
H -3.654 -2.784 -0.481 0.41
H -2.409 0.407 -1.878 0.28
H -1.092 -0.726 -1.943 0.00
H -2.968 -0.291 -4.282 0.40
H -1.644 -2.348 -4.380 0.38
H -0.157 -1.355 -4.268 0.24
H -1.153 -1.151 -5.621 0.42
H -1.966 1.690 -3.876 0.22
H -1.019 1.031 -5.002 0.24
O -0.569 0.295 0.787 -0.39
H -0.112 0.599 0.003 0.21
H 0.101 -0.163 1.293 0.46
```

***

[8]
The molecule C21H23N3O3S, computed with ωB97M-V/def2-TZVPD.

* relative energy (zero: lowest compared OMol25 entry of this formula, charge and spin): 0.268 eV
* lowest unoccupied orbital energy: 0.45 eV
* frontier orbital gap: 8.714 eV
* SMILES: CCOCCCn1c(SCC(=O)Nc2ccccc2)nc2ccccc2c1=O
* spin multiplicity: 1
* HOMO energy: -8.3 eV

```
51
Properties=species:S:1:pos:R:3:nbo_charge:R:1
C -5.536 -0.976 -1.512 -0.64
C -4.177 -1.033 -0.818 -0.06
O -3.638 0.232 -0.507 -0.56
C -4.303 0.925 0.532 -0.07
C -3.413 2.078 0.992 -0.43
C -2.212 1.596 1.809 -0.23
N -1.419 0.626 1.079 -0.45
C -0.566 1.002 0.096 0.35
S -0.231 2.720 -0.110 0.24
C 0.828 2.617 -1.579 -0.61
C 1.946 1.576 -1.495 0.72
O 2.293 0.976 -2.485 -0.62
N 2.551 1.531 -0.279 -0.64
C 3.483 0.600 0.189 0.24
C 3.781 0.609 1.550 -0.27
C 4.691 -0.291 2.070 -0.19
C 5.311 -1.211 1.242 -0.24
C 5.014 -1.221 -0.110 -0.19
C 4.109 -0.322 -0.643 -0.28
N 0.084 0.215 -0.678 -0.56
C -0.085 -1.132 -0.539 0.26
C 0.615 -2.000 -1.382 -0.23
C 0.455 -3.358 -1.236 -0.18
C -0.397 -3.876 -0.259 -0.23
C -1.090 -3.030 0.577 -0.14
C -0.939 -1.647 0.450 -0.23
C -1.674 -0.735 1.314 0.69
O -2.443 -1.071 2.192 -0.62
H -5.484 -0.320 -2.377 0.21
H -5.813 -1.974 -1.841 0.22
H -6.305 -0.609 -0.837 0.20
H -3.438 -1.490 -1.482 0.19
H -4.249 -1.640 0.097 0.17
H -4.502 0.241 1.370 0.18
H -5.261 1.326 0.171 0.17
H -3.067 2.616 0.108 0.22
H -3.997 2.761 1.609 0.22
H -1.575 2.443 2.081 0.21
H -2.558 1.090 2.715 0.25
H 1.254 3.614 -1.701 0.25
H 0.203 2.381 -2.439 0.26
H 2.149 2.118 0.442 0.40
H 3.294 1.324 2.199 0.20
H 4.914 -0.274 3.127 0.21
H 6.021 -1.915 1.650 0.21
H 5.495 -1.936 -0.762 0.21
H 3.881 -0.329 -1.695 0.25
H 1.266 -1.573 -2.128 0.24
H 0.993 -4.034 -1.884 0.22
H -0.511 -4.945 -0.161 0.22
H -1.753 -3.406 1.341 0.23
```

***

What is the spin multiplicity in the third record? 1